The following is a DFT calculation (the ωB97M-V functional and the def2-TZVPD basis) of a 2-piece molecular cluster, C3H8N3O overall at a distorted geometry.

Each line ends with the Löwdin charge.
Atoms and positions in Å:
C: -0.916 1.543 3.225  -0.01
C: 0.203 0.781 -0.906  -0.17
C: 0.939 -1.585 -1.855  -0.07
N: -0.756 0.782 2.261  -0.17
N: -0.684 0.126 1.312  0.18
N: -0.121 -0.770 -1.327  0.02
O: -0.679 1.497 -1.207  0.15
H: -1.669 2.353 3.207  0.10
H: -0.201 1.597 4.161  0.14
H: 1.116 0.886 -0.326  0.15
H: 0.873 -2.617 -2.097  0.08
H: 1.270 -1.230 -2.832  0.10
H: 1.957 -1.517 -1.158  0.17
H: -0.412 -1.242 -0.441  0.14
H: -0.921 -0.604 -2.015  0.21

* total charge: +1
* E_HOMO: -0.468 Eh
* orbital gap: 8.719 eV
* F_max: 5.59 eV Å⁻¹
* multiplicity: 1

=====

The following is a DFT calculation (the ωB97M-V functional and the def2-TZVPD basis) of a 2-piece molecular cluster, H3NS2 overall at a distorted geometry.

Each line ends with the Löwdin charge.
Atoms and positions in Å:
N: 0.462 -1.575 -1.248  -0.52
S: -1.196 2.262 1.110  0.22
S: 0.518 -0.268 -0.507  0.63
H: 0.589 -1.750 -2.242  0.00
H: -0.903 1.535 2.292  -0.25
H: 0.245 -0.728 0.855  -0.07

* E_HOMO (spin up / spin down): -0.358 / -0.301 Eh
* orbital gap (spin up / spin down): 9.402 / 5.762 eV
* F_max: 3.92 eV Å⁻¹
* multiplicity: 1

=====

The following is a DFT calculation (the ωB97M-V functional and the def2-TZVPD basis) of C43H35AuF10N3P2 as an isolated structure.

Each line ends with the Löwdin charge.
Atoms and positions in Å:
Au: 1.068 -1.124 1.072  0.79
C: 3.420 -0.844 -1.541  -0.10
N: 2.991 0.308 -0.746  -0.24
C: 3.169 1.502 -1.575  -0.17
C: 2.452 2.787 -1.178  -0.13
N: 0.982 2.676 -1.195  -0.01
C: 0.287 3.705 -1.891  -0.09
C: -0.793 3.386 -2.710  -0.13
F: -1.163 2.110 -2.871  0.10
C: -1.521 4.347 -3.388  -0.13
F: -2.546 3.988 -4.155  0.14
C: -1.169 5.680 -3.279  -0.13
F: -1.853 6.607 -3.932  0.15
C: -0.094 6.036 -2.483  -0.13
F: 0.251 7.313 -2.364  0.15
C: 0.605 5.059 -1.797  -0.14
F: 1.624 5.453 -1.024  0.12
C: 3.746 0.311 0.514  -0.20
C: 3.122 1.026 1.702  -0.23
N: 1.842 0.454 2.151  -0.15
C: 1.100 1.200 3.030  -0.19
C: -0.236 0.854 3.345  -0.16
F: -0.757 -0.311 2.907  0.01
C: -1.077 1.619 4.120  -0.16
F: -2.334 1.219 4.308  0.13
C: -0.631 2.793 4.698  -0.15
F: -1.439 3.541 5.440  0.14
C: 0.689 3.140 4.499  -0.16
F: 1.171 4.249 5.053  0.14
C: 1.519 2.378 3.695  -0.14
F: 2.783 2.827 3.616  0.09
H: 4.478 -0.775 -1.836  0.10
H: 2.829 -0.911 -2.456  0.08
H: 3.287 -1.765 -0.975  0.06
H: 2.807 1.248 -2.575  0.12
H: 4.241 1.741 -1.680  0.13
H: 2.744 3.522 -1.929  0.13
H: 2.815 3.179 -0.225  0.11
H: 4.745 0.748 0.364  0.13
H: 3.903 -0.733 0.797  0.10
H: 3.004 2.084 1.463  0.09
H: 3.856 0.977 2.509  0.13
C: -0.039 -2.054 -1.881  -0.34
C: -0.152 -0.521 -1.799  -0.36
P: -0.999 0.000 -0.272  1.07
C: -2.719 -0.516 -0.386  -0.36
C: -3.378 -0.574 -1.614  -0.07
C: -4.702 -0.980 -1.663  -0.06
C: -5.367 -1.329 -0.494  -0.06
C: -4.713 -1.272 0.728  -0.06
C: -3.387 -0.872 0.784  -0.09
C: -0.941 1.700 0.077  -0.26
C: 0.405 2.377 0.144  -0.27
C: 0.415 3.595 1.014  -0.01
C: -0.708 4.158 1.494  -0.05
C: -1.972 3.543 1.253  -0.01
C: -2.073 2.335 0.607  -0.07
P: 0.388 -2.837 -0.264  0.88
C: 1.520 -4.189 -0.648  -0.37
C: 1.290 -5.030 -1.737  -0.08
C: 2.160 -6.075 -1.999  -0.06
C: 3.259 -6.286 -1.174  -0.06
C: 3.488 -5.456 -0.088  -0.06
C: 2.619 -4.406 0.176  -0.11
C: -1.137 -3.592 0.366  -0.36
C: -1.367 -3.553 1.740  -0.11
C: -2.496 -4.152 2.279  -0.07
C: -3.405 -4.788 1.448  -0.07
C: -3.183 -4.832 0.077  -0.06
C: -2.051 -4.243 -0.461  -0.08
H: 0.745 -2.321 -2.591  0.08
H: -0.971 -2.479 -2.255  0.07
H: -0.662 -0.123 -2.674  0.07
H: 0.832 -0.056 -1.737  0.04
H: -2.871 -0.286 -2.526  0.11
H: -5.218 -1.017 -2.614  0.11
H: -6.401 -1.644 -0.539  0.11
H: -5.232 -1.543 1.637  0.11
H: -2.869 -0.834 1.735  0.10
H: 1.090 1.630 0.569  0.09
H: 1.372 4.077 1.173  0.12
H: -0.661 5.076 2.064  0.12
H: -2.874 4.032 1.599  0.12
H: -3.044 1.870 0.502  0.11
H: 0.433 -4.875 -2.382  0.10
H: 1.983 -6.725 -2.845  0.11
H: 3.937 -7.104 -1.381  0.11
H: 4.342 -5.624 0.554  0.11
H: 2.792 -3.753 1.024  0.09
H: -0.662 -3.044 2.389  0.08
H: -2.664 -4.119 3.347  0.11
H: -4.288 -5.253 1.867  0.11
H: -3.890 -5.332 -0.572  0.11
H: -1.890 -4.305 -1.530  0.10

* total charge: +1
* E_HOMO (spin up / spin down): -0.373 / -0.370 Eh
* orbital gap (spin up / spin down): 5.813 / 5.329 eV
* F_max: 0.47 eV Å⁻¹
* multiplicity: 1

=====

The following is a DFT calculation (the ωB97M-V functional and the def2-TZVPD basis) of one molecule with the formula C7H16N2 at a distorted geometry.

Each line ends with the Löwdin charge.
Atoms and positions in Å:
H: 1.111 -2.300 0.948  0.02
N: 1.098 -2.392 -0.062  0.13
C: 1.049 -1.305 -0.712  -0.48
C: 1.073 -1.410 -2.212  -0.04
N: 0.954 -0.029 -0.182  -0.16
C: 1.097 1.135 -1.026  -0.07
C: 0.768 0.158 1.241  -0.19
C: -0.607 -0.326 1.716  -0.16
C: -1.734 0.099 0.659  -0.23
C: -2.022 1.593 0.693  -0.11
H: 0.266 -0.839 -2.667  0.07
H: 0.966 -2.459 -2.471  0.08
H: 2.024 -1.052 -2.610  0.08
H: 1.963 1.021 -1.683  0.08
H: 0.212 1.302 -1.654  0.09
H: 1.250 2.021 -0.415  0.08
H: 0.866 1.225 1.451  0.11
H: 1.561 -0.371 1.790  0.12
H: -0.824 0.107 2.690  0.10
H: -0.620 -1.410 1.795  0.09
H: -1.522 -0.224 -0.360  0.09
H: -2.627 -0.456 0.952  0.10
H: -2.860 1.831 0.039  0.07
H: -1.164 2.177 0.373  0.05
H: -2.279 1.905 1.705  0.07

* E_HOMO: -0.310 Eh
* structure (SMILES): [H]/N=C(/C)N(C)CCCC
* orbital gap: 9.337 eV
* F_max: 2.02 eV Å⁻¹
* multiplicity: 1

=====

The following is a DFT calculation (the ωB97M-V functional and the def2-TZVPD basis) of C9H17B3LiN2O4S as an isolated structure at a distorted geometry.

Each line ends with the Löwdin charge.
Atoms and positions in Å:
B: -3.308 -2.253 1.392  -0.32
O: -3.183 -1.525 2.618  0.08
B: -1.827 -1.366 3.014  -0.35
O: -0.912 -2.319 2.728  0.29
B: -1.132 -2.791 1.419  -0.50
C: -0.090 -2.673 0.292  -0.03
C: -0.179 -1.199 -0.179  -0.20
C: 0.705 -0.884 -1.379  -0.18
C: 2.196 -0.594 -1.092  -0.17
C: 2.584 -0.090 0.298  -0.21
C: 2.482 1.424 0.471  -0.26
C: 1.058 1.977 0.404  -0.44
S: 1.079 3.678 -0.266  1.02
C: 0.008 3.437 -1.603  -0.69
N: -0.417 2.324 -2.045  0.03
N: -1.240 2.599 -3.121  0.07
C: -1.237 3.861 -3.243  -0.20
O: -0.490 4.476 -2.324  0.06
O: -2.439 -3.263 1.171  0.29
H: -4.136 -1.993 0.588  0.13
H: -1.481 -0.390 3.594  0.13
H: -0.442 -3.285 -0.531  0.13
H: 0.910 -2.954 0.605  0.13
H: -1.214 -1.038 -0.498  0.13
H: -0.030 -0.526 0.662  0.09
H: 0.661 -1.758 -2.024  0.11
H: 0.244 -0.080 -1.939  0.08
H: 2.504 0.178 -1.793  0.11
H: 2.789 -1.461 -1.353  0.11
H: 3.637 -0.322 0.429  0.11
H: 2.074 -0.587 1.121  0.10
H: 2.856 1.639 1.471  0.11
H: 3.147 1.953 -0.198  0.10
H: 0.577 2.003 1.372  0.08
H: 0.414 1.423 -0.265  0.03
H: -1.777 4.371 -4.014  0.14
Li: -4.392 -1.992 4.216  0.92

* total charge: +1
* E_HOMO: -0.399 Eh
* orbital gap: 6.008 eV
* F_max: 1.73 eV Å⁻¹
* multiplicity: 1

=====

The following is a DFT calculation (the ωB97M-V functional and the def2-TZVPD basis) of C14H24F5IrN4O3P2S as an isolated structure at a distorted geometry.

Each line ends with the Löwdin charge.
Atoms and positions in Å:
Ir: 0.318 1.848 0.197  1.19
C: 2.727 -0.053 0.764  -0.08
N: 2.005 -1.153 1.357  -0.29
C: 2.801 -2.335 1.617  -0.05
P: 0.396 -1.068 1.751  0.55
O: -0.132 0.308 1.800  -0.36
O: -0.409 -1.907 0.579  -0.25
P: -0.727 -1.306 -0.882  0.54
O: -0.020 -0.039 -1.146  -0.35
N: -0.183 -2.520 -1.892  -0.17
C: -0.758 -3.837 -1.813  -0.01
C: 0.562 -2.189 -3.076  -0.01
N: -2.395 -1.175 -0.912  -0.21
C: -2.953 -0.522 -2.070  -0.04
C: -3.306 -1.916 -0.084  -0.03
N: 0.065 -1.976 3.093  -0.30
C: -0.043 -1.301 4.361  -0.06
C: -0.048 -3.412 3.084  -0.08
H: 3.647 0.137 1.320  0.12
H: 2.115 0.883 0.767  0.00
H: 2.994 -0.280 -0.271  0.10
H: 3.786 -2.047 1.984  0.11
H: 2.946 -2.912 0.701  0.10
H: 2.335 -2.968 2.364  0.07
H: -1.377 -3.927 -0.925  0.09
H: 0.032 -4.590 -1.767  0.13
H: -1.346 -4.073 -2.705  0.13
H: 0.928 -1.168 -2.996  0.09
H: -0.039 -2.307 -3.984  0.13
H: 1.411 -2.874 -3.179  0.14
H: -2.154 -0.079 -2.664  0.09
H: -3.642 0.271 -1.761  0.12
H: -3.530 -1.217 -2.691  0.12
H: -2.774 -2.433 0.710  0.09
H: -3.895 -2.634 -0.662  0.12
H: -4.022 -1.225 0.374  0.13
H: 0.264 -0.263 4.256  0.09
H: 0.558 -1.806 5.119  0.11
H: -1.077 -1.320 4.719  0.11
H: -0.023 -3.787 2.064  0.08
H: -0.985 -3.714 3.557  0.11
H: 0.747 -3.879 3.672  0.10
F: 0.336 7.864 -3.300  0.24
C: 0.391 7.020 -2.307  -0.05
C: 0.424 5.633 -2.586  -0.10
F: 0.425 5.221 -3.832  0.20
C: 0.449 4.732 -1.538  -0.19
F: 0.452 3.384 -1.773  -0.03
C: 0.462 5.150 -0.195  -0.47
S: 0.479 4.044 1.125  0.84
C: 0.462 6.544 0.062  -0.19
F: 0.503 6.939 1.314  0.17
C: 0.417 7.474 -0.978  -0.10
F: 0.399 8.758 -0.720  0.21

* ⟨S²⟩: 8.792
* total charge: +3
* E_HOMO (spin up / spin down): -0.644 / -0.644 Eh
* orbital gap (spin up / spin down): 8.652 / 4.311 eV
* F_max: 4.07 eV Å⁻¹
* multiplicity: 6

=====

The following is a DFT calculation (the ωB97M-V functional and the def2-TZVPD basis) of one molecule with the formula C2H5NO at a distorted geometry.

Each line ends with the Löwdin charge.
Atoms and positions in Å:
C: 0.648 -0.748 0.477  -0.02
C: -0.396 -0.138 -0.481  -0.60
N: -0.715 1.159 -0.213  0.13
O: -0.696 -0.726 -1.494  0.06
H: 1.491 -0.073 0.522  0.08
H: 0.057 -1.035 1.364  0.08
H: 0.810 -1.745 0.047  0.08
H: -0.528 1.804 -0.953  0.10
H: -0.671 1.503 0.730  0.09

* E_HOMO: -0.360 Eh
* structure (SMILES): CC(N)=O
* orbital gap: 10.603 eV
* F_max: 3.00 eV Å⁻¹
* multiplicity: 1

=====

The following is a DFT calculation (the ωB97M-V functional and the def2-TZVPD basis) of a 3-piece molecular cluster, C3H8OS overall at a distorted geometry.

Each line ends with the Löwdin charge.
Atoms and positions in Å:
C: -2.135 -1.270 -0.083  -0.38
C: 0.778 -1.121 1.048  -0.07
C: 1.428 -0.062 0.617  -0.06
O: -3.590 0.381 1.123  -0.54
S: -3.234 -0.127 -0.165  0.83
H: -1.997 -2.077 0.602  0.03
H: -1.613 -1.415 -1.067  0.05
H: -2.060 3.219 -0.833  0.01
H: -0.149 -1.222 0.538  -0.03
H: 1.247 -1.809 1.660  0.03
H: 0.867 0.686 -0.019  0.07
H: 2.405 0.146 0.996  0.04
H: -1.532 3.069 -1.374  0.01

* E_HOMO: -0.359 Eh
* orbital gap: 9.391 eV
* F_max: 2.89 eV Å⁻¹
* multiplicity: 1

=====

Q: Which of these has the highest multiplicity?
A: C14H24F5IrN4O3P2S

=====

Copy entry 5 word for word.
The following is a DFT calculation (the ωB97M-V functional and the def2-TZVPD basis) of C9H17B3LiN2O4S as an isolated structure at a distorted geometry.

Each line ends with the Löwdin charge.
Atoms and positions in Å:
B: -3.308 -2.253 1.392  -0.32
O: -3.183 -1.525 2.618  0.08
B: -1.827 -1.366 3.014  -0.35
O: -0.912 -2.319 2.728  0.29
B: -1.132 -2.791 1.419  -0.50
C: -0.090 -2.673 0.292  -0.03
C: -0.179 -1.199 -0.179  -0.20
C: 0.705 -0.884 -1.379  -0.18
C: 2.196 -0.594 -1.092  -0.17
C: 2.584 -0.090 0.298  -0.21
C: 2.482 1.424 0.471  -0.26
C: 1.058 1.977 0.404  -0.44
S: 1.079 3.678 -0.266  1.02
C: 0.008 3.437 -1.603  -0.69
N: -0.417 2.324 -2.045  0.03
N: -1.240 2.599 -3.121  0.07
C: -1.237 3.861 -3.243  -0.20
O: -0.490 4.476 -2.324  0.06
O: -2.439 -3.263 1.171  0.29
H: -4.136 -1.993 0.588  0.13
H: -1.481 -0.390 3.594  0.13
H: -0.442 -3.285 -0.531  0.13
H: 0.910 -2.954 0.605  0.13
H: -1.214 -1.038 -0.498  0.13
H: -0.030 -0.526 0.662  0.09
H: 0.661 -1.758 -2.024  0.11
H: 0.244 -0.080 -1.939  0.08
H: 2.504 0.178 -1.793  0.11
H: 2.789 -1.461 -1.353  0.11
H: 3.637 -0.322 0.429  0.11
H: 2.074 -0.587 1.121  0.10
H: 2.856 1.639 1.471  0.11
H: 3.147 1.953 -0.198  0.10
H: 0.577 2.003 1.372  0.08
H: 0.414 1.423 -0.265  0.03
H: -1.777 4.371 -4.014  0.14
Li: -4.392 -1.992 4.216  0.92

* total charge: +1
* E_HOMO: -0.399 Eh
* orbital gap: 6.008 eV
* F_max: 1.73 eV Å⁻¹
* multiplicity: 1

=====

Q: What is the formula in the third record?
A: C43H35AuF10N3P2